Density functional theory data (ωB97M-V/def2-TZVPD) for C44H53GeHgN2O6PS as an isolated structure.

Last column: Mulliken charge in e.
CARTESIAN COORDINATES (ANGSTROEM)
1 Hg 0.32 0.06 1.09  3.55
2 C -1.43 4.91 2.69  -1.83
3 C -0.36 3.81 2.65  1.64
4 C 0.80 4.29 1.78  -1.52
5 C 0.13 3.51 4.06  -1.75
6 O -0.86 2.63 2.06  0.03
7 Ge -2.59 1.98 2.27  -1.27
8 O -2.88 2.23 0.44  -0.03
9 C -4.11 2.50 -0.19  1.56
10 C -5.07 3.29 0.71  -1.93
11 C -3.80 3.33 -1.43  -1.44
12 C -4.77 1.18 -0.59  -1.30
13 O -1.93 0.19 2.00  -0.02
14 C -2.42 -0.97 2.67  1.81
15 C -1.29 -1.58 3.51  -1.69
16 C -3.60 -0.65 3.60  -2.05
17 C -2.87 -1.96 1.60  -1.11
18 H -1.00 5.85 3.04  0.47
19 H -1.85 5.06 1.70  0.27
20 H -2.25 4.63 3.37  0.38
21 H 1.27 5.18 2.21  0.51
22 H 1.55 3.50 1.71  0.01
23 H 0.43 4.54 0.78  0.30
24 H 0.56 4.40 4.54  0.44
25 H -0.70 3.16 4.68  0.29
26 H 0.89 2.73 4.02  0.25
27 H -4.58 4.20 1.07  0.35
28 H -5.97 3.57 0.16  0.45
29 H -5.36 2.71 1.58  0.41
30 H -3.30 4.26 -1.14  0.33
31 H -3.14 2.78 -2.10  0.16
32 H -4.71 3.58 -1.98  0.43
33 H -5.74 1.35 -1.08  0.44
34 H -4.13 0.63 -1.28  0.14
35 H -4.93 0.57 0.30  0.15
36 H -0.91 -0.84 4.21  0.32
37 H -1.66 -2.45 4.07  0.47
38 H -0.48 -1.92 2.86  0.14
39 H -3.31 0.05 4.38  0.43
40 H -4.43 -0.21 3.04  0.41
41 H -3.94 -1.57 4.06  0.47
42 H -2.03 -2.14 0.93  -0.23
43 H -3.19 -2.90 2.04  0.46
44 H -3.70 -1.53 1.03  0.23
45 N -0.30 1.75 -0.76  0.63
46 C -0.48 1.61 -2.16  -0.57
47 C -1.46 0.75 -2.65  0.67
48 C -1.69 0.65 -4.01  -0.66
49 C -0.92 1.37 -4.91  -0.25
50 C 0.09 2.19 -4.43  -0.78
51 C 0.30 2.32 -3.06  -0.67
52 S -1.21 1.24 -6.68  1.43
53 O -1.51 -0.17 -6.90  -0.67
54 O -2.34 2.12 -6.94  -0.74
55 O 0.04 1.68 -7.29  -0.76
56 H 0.37 2.47 -0.53  -0.13
57 H -1.18 1.97 -0.29  -0.15
58 H -2.04 0.17 -1.94  0.50
59 H -2.45 -0.02 -4.39  0.43
60 H 0.71 2.73 -5.14  0.47
61 H 1.08 2.98 -2.69  0.40
62 C 2.09 0.88 1.93  -1.63
63 C 3.20 1.16 2.35  0.08
64 C 4.50 1.51 2.84  0.39
65 C 5.32 0.55 3.44  -0.36
66 C 6.58 0.89 3.90  -0.46
67 C 7.05 2.19 3.79  -0.40
68 C 6.24 3.15 3.19  -0.49
69 C 4.98 2.82 2.72  -0.37
70 H 4.96 -0.46 3.53  0.42
71 H 7.20 0.13 4.36  0.36
72 H 8.03 2.46 4.15  0.36
73 H 6.59 4.17 3.09  0.37
74 H 4.35 3.56 2.26  0.46
75 N 0.31 -1.94 0.42  -0.27
76 P 0.80 -2.85 -0.70  0.67
77 C 2.58 -3.32 -0.55  -0.05
78 C 3.27 -2.83 0.55  -0.57
79 C 4.62 -3.10 0.71  -0.47
80 C 5.29 -3.87 -0.22  -0.44
81 C 4.61 -4.37 -1.32  -0.74
82 C 3.26 -4.09 -1.49  -0.13
83 C -0.07 -4.46 -0.72  0.30
84 C -1.46 -4.44 -0.92  -0.36
85 C -2.21 -5.60 -0.83  -0.90
86 C -1.60 -6.80 -0.50  -0.54
87 C -0.23 -6.83 -0.27  -0.64
88 C 0.53 -5.67 -0.38  -0.54
89 C 0.79 -2.28 -2.43  0.58
90 C 1.63 -1.21 -2.73  -0.38
91 C 1.66 -0.67 -4.00  -0.73
92 C 0.84 -1.17 -5.01  -0.61
93 C 0.00 -2.24 -4.72  -1.05
94 C -0.02 -2.79 -3.44  -0.17
95 H 2.73 -2.21 1.26  0.29
96 H 5.16 -2.69 1.56  0.35
97 H 6.35 -4.08 -0.10  0.37
98 H 5.14 -4.97 -2.06  0.36
99 H 2.74 -4.45 -2.37  0.41
100 H -1.94 -3.50 -1.14  0.48
101 H -3.28 -5.56 -0.99  0.40
102 H -2.18 -7.71 -0.42  0.36
103 H 0.26 -7.76 0.00  0.41
104 H 1.59 -5.71 -0.19  0.32
105 H 2.25 -0.79 -1.95  0.35
106 H 2.30 0.19 -4.22  0.39
107 H 0.82 -0.70 -5.98  0.75
108 H -0.65 -2.63 -5.49  0.42
109 H -0.68 -3.63 -3.25  0.35

E_LUMO   0.1434 Ha
HOMO-LUMO gap   0.255 Eh
Relative energy (zero: lowest compared OMol25 entry of this formula, charge and spin)   0.00 kcal per mole
Charge   -2
Strongest force on any atom   0.6 eV Å⁻¹

***

Density functional theory data (ωB97M-V/def2-TZVPD) for one molecule with the formula C5H12N2 at a distorted geometry.

Last column: natural (NBO) charge in e.
CARTESIAN COORDINATES (ANGSTROEM)
1 C 2.90 -0.19 -0.94  -0.06
2 N 2.15 -0.54 0.01  -0.39
3 C 1.39 0.49 0.70  -0.25
4 C 0.04 0.73 0.02  -0.41
5 C -1.01 -0.33 0.36  -0.05
6 C -1.85 -0.70 -0.87  -0.62
7 N -1.85 0.13 1.48  -0.83
8 H 3.08 0.88 -1.15  0.13
9 H 3.50 -0.91 -1.48  0.17
10 H 1.32 0.16 1.74  0.21
11 H 1.96 1.41 0.76  0.17
12 H -0.33 1.71 0.31  0.22
13 H 0.28 0.63 -1.03  0.20
14 H -0.53 -1.26 0.67  0.19
15 H -1.20 -0.95 -1.71  0.21
16 H -2.50 -1.55 -0.64  0.21
17 H -2.42 0.17 -1.18  0.19
18 H -2.39 -0.66 1.82  0.35
19 H -2.55 0.78 1.13  0.34

E_LUMO   0.0429 Ha
HOMO-LUMO gap   0.387 Eh
Relative energy (zero: lowest compared OMol25 entry of this formula, charge and spin)   28.26 kcal per mole
Strongest force on any atom   1.3 eV Å⁻¹

***

Density functional theory data (ωB97M-V/def2-TZVPD) for one molecule with the formula C4H8N2O2 at a distorted geometry.

Last column: Mulliken spin population.
CARTESIAN COORDINATES (ANGSTROEM)
1 C 0.79 -0.50 -0.40  0.57
2 C -1.58 0.16 -0.08  0.33
3 C 1.44 -1.82 -0.09  -0.02
4 C -1.53 1.55 0.42  0.02
5 N -0.56 -0.60 -0.34  -0.08
6 N 1.38 1.80 -0.94  0.90
7 O 1.56 0.47 -0.70  0.15
8 O -2.77 -0.40 -0.28  0.08
9 H 1.27 -2.08 0.98  0.04
10 H 2.44 -1.85 -0.27  0.01
11 H 0.87 -2.58 -0.59  0.01
12 H -1.28 1.64 1.37  0.01
13 H -2.40 2.19 0.31  0.01
14 H -0.65 1.97 -0.11  0.00
15 H 2.33 2.22 -1.02  -0.03
16 H -2.62 -1.32 -0.70  -0.01

E_LUMO (alpha / beta)   0.0307 / -0.0376 Ha
HOMO-LUMO gap (alpha / beta)   0.231 / 0.320 Eh
Relative energy (zero: lowest compared OMol25 entry of this formula, charge and spin)   46.39 kcal per mole
Multiplicity   3
Strongest force on any atom   7.2 eV Å⁻¹
<S²>   2.02

***

Density functional theory data (ωB97M-V/def2-TZVPD) for C37H29BiCl5N2O4Te as an isolated structure at a distorted geometry.

Last column: Mulliken charge in e.
CARTESIAN COORDINATES (ANGSTROEM)
1 Bi 1.09 1.36 -1.26  1.44
2 Cl 6.74 6.06 -1.05  -0.17
3 C 5.23 5.30 -0.91  0.38
4 C 5.13 3.90 -0.80  -0.35
5 Cl 6.55 2.96 -0.78  -0.19
6 C 3.88 3.30 -0.74  1.28
7 Cl 3.84 1.56 -0.58  -0.27
8 C 2.68 4.02 -0.80  -0.71
9 O 1.47 3.51 -0.80  -0.73
10 C 2.80 5.44 -0.87  0.28
11 Cl 1.37 6.34 -0.89  -0.18
12 C 4.04 6.06 -0.92  0.04
13 Cl 4.13 7.76 -1.01  -0.16
14 C -4.08 -2.98 1.41  -1.53
15 C -3.25 -1.94 0.72  0.23
16 C -3.82 -0.82 0.15  -0.63
17 C -3.06 0.21 -0.42  1.03
18 C -3.80 1.39 -0.92  -0.43
19 O -4.81 1.77 -0.30  -0.65
20 C -3.37 2.07 -2.15  0.21
21 C -2.51 1.48 -3.08  0.13
22 C -2.16 2.16 -4.23  -0.73
23 C -2.68 3.42 -4.48  -0.43
24 C -3.56 4.01 -3.57  -0.64
25 C -3.90 3.34 -2.42  -0.51
26 C -1.66 0.15 -0.36  0.49
27 O -0.96 1.26 -0.63  -0.40
28 C -1.07 -1.04 0.14  -0.47
29 C -1.86 -2.06 0.68  0.29
30 C 0.38 -1.17 0.12  0.51
31 N 1.06 -1.04 -1.02  -0.80
32 C 0.36 -1.33 -2.29  -0.25
33 C 0.17 -2.81 -2.46  -0.97
34 Te 1.99 -3.85 -1.85  0.18
35 C 0.96 -4.74 -0.22  -0.28
36 C -0.26 -5.40 -0.44  -0.45
37 C -0.98 -5.90 0.64  -0.51
38 C -0.49 -5.77 1.93  -0.58
39 C 0.74 -5.17 2.15  -0.45
40 C 1.46 -4.65 1.08  0.00
41 C 1.13 -1.31 1.34  1.13
42 C 2.53 -1.43 1.31  -0.64
43 C 3.26 -1.54 2.48  -1.15
44 C 2.61 -1.55 3.71  -0.56
45 C 1.22 -1.47 3.75  -0.88
46 C 0.48 -1.33 2.59  -0.40
47 H -5.15 -2.74 1.35  0.38
48 H -3.79 -3.07 2.49  0.33
49 H -3.91 -3.98 0.96  0.26
50 H -4.90 -0.71 0.13  0.46
51 H -2.13 0.47 -2.92  0.42
52 H -1.48 1.70 -4.95  0.44
53 H -2.40 3.95 -5.40  0.41
54 H -3.98 5.00 -3.78  0.41
55 H -4.59 3.76 -1.68  0.47
56 H -1.40 -2.96 1.08  0.44
57 H 1.02 -0.94 -3.09  0.46
58 H -0.61 -0.79 -2.37  -0.06
59 H -0.05 -3.06 -3.52  0.62
60 H -0.64 -3.18 -1.82  0.15
61 H -0.63 -5.50 -1.46  0.52
62 H -1.93 -6.40 0.44  0.46
63 H -1.06 -6.17 2.78  0.42
64 H 1.14 -5.06 3.17  0.40
65 H 2.44 -4.17 1.23  0.50
66 H 3.03 -1.46 0.33  0.47
67 H 4.35 -1.62 2.43  0.48
68 H 3.20 -1.63 4.63  0.47
69 H 0.72 -1.50 4.72  0.49
70 H -0.60 -1.22 2.65  0.59
71 C 0.85 2.02 3.24  -1.04
72 C 0.64 2.21 1.79  0.71
73 N -0.19 3.15 1.37  -0.14
74 O 1.29 1.44 0.99  -0.26
75 H 0.38 2.83 3.83  0.53
76 H 1.94 1.99 3.46  0.24
77 H 0.41 1.07 3.56  0.10
78 H -0.69 3.72 2.03  0.26
79 H -0.28 3.34 0.37  0.12

E_LUMO   -0.1483 Ha
HOMO-LUMO gap   0.228 Eh
Relative energy (zero: lowest compared OMol25 entry of this formula, charge and spin)   19.60 kcal per mole
Charge   +1
Strongest force on any atom   2.4 eV Å⁻¹

***

Density functional theory data (ωB97M-V/def2-TZVPD) for C2H5N4 as an isolated structure at a distorted geometry.

Last column: natural (NBO) charge in e.
CARTESIAN COORDINATES (ANGSTROEM)
1 C -0.56 -0.10 1.43  0.27
2 C 0.42 -0.43 -1.08  -0.08
3 N -0.33 -1.25 1.81  -0.53
4 N 0.05 1.40 -0.45  0.18
5 N 0.01 0.29 0.13  -0.16
6 N 0.44 0.98 -1.57  -0.32
7 H -0.74 0.83 1.85  0.20
8 H 1.36 -0.91 -0.78  0.29
9 H -0.50 -0.86 -1.59  0.28
10 H -0.74 -1.52 2.68  0.40
11 H 0.57 1.56 -2.43  0.47

E_LUMO   -0.1869 Ha
HOMO-LUMO gap   0.392 Eh
Relative energy (zero: lowest compared OMol25 entry of this formula, charge and spin)   75.41 kcal per mole
Charge   +1
Strongest force on any atom   3.9 eV Å⁻¹

***

Density functional theory data (ωB97M-V/def2-TZVPD) for a 2-piece molecular cluster, C18H40N2O overall at a distorted geometry.

Last column: natural (NBO) charge in e.
CARTESIAN COORDINATES (ANGSTROEM)
1 C -1.66 -0.01 2.00  -0.64
2 C -0.02 -0.16 2.18  -0.46
3 C 0.81 1.24 2.04  -0.41
4 C 0.92 1.79 0.48  -0.43
5 C -0.10 3.06 0.33  -0.42
6 C -1.18 2.95 -0.90  -0.42
7 C -1.95 1.51 -1.03  -0.43
8 C -2.59 1.47 -2.57  -0.42
9 C -3.48 0.10 -2.79  -0.42
10 C -2.50 -1.24 -2.98  -0.43
11 C -1.31 -1.02 -4.09  -0.43
12 C 0.12 -0.47 -3.46  -0.06
13 C 0.87 -1.57 -2.47  -0.27
14 N 2.36 -1.31 -2.30  -0.54
15 C 2.80 0.08 -2.70  -0.27
16 C 2.38 0.29 -4.27  -0.25
17 N 1.06 -0.32 -4.67  -0.67
18 H -2.19 -0.49 2.96  0.25
19 H -1.96 -0.63 1.03  0.18
20 H -1.98 1.14 1.90  0.20
21 H 0.40 -0.97 1.44  0.14
22 H 0.14 -0.58 3.28  0.34
23 H 1.90 1.03 2.46  0.22
24 H 0.34 2.06 2.78  0.23
25 H 2.04 2.18 0.37  0.20
26 H 0.80 0.95 -0.32  0.16
27 H 0.58 4.01 0.09  0.21
28 H -0.67 3.34 1.34  0.23
29 H -2.02 3.76 -0.68  0.22
30 H -0.69 3.30 -1.93  0.19
31 H -1.29 0.57 -0.81  0.20
32 H -2.87 1.47 -0.30  0.23
33 H -3.33 2.41 -2.63  0.22
34 H -1.78 1.65 -3.40  0.19
35 H -4.28 0.19 -3.65  0.22
36 H -4.12 -0.13 -1.80  0.23
37 H -3.22 -2.07 -3.44  0.23
38 H -2.14 -1.67 -1.95  0.22
39 H -1.11 -2.03 -4.64  0.23
40 H -1.69 -0.25 -4.91  0.23
41 H 0.02 0.52 -2.83  0.21
42 H 0.73 -2.63 -2.99  0.25
43 H 0.31 -1.56 -1.43  0.26
44 H 2.56 -1.47 -1.26  0.46
45 H 2.96 -1.99 -2.82  0.44
46 H 2.21 0.88 -2.06  0.26
47 H 3.95 0.30 -2.48  0.26
48 H 3.29 -0.11 -4.93  0.22
49 H 2.26 1.47 -4.43  0.22
50 H 0.56 0.29 -5.37  0.39
51 C 0.50 -2.02 7.44  -0.62
52 C 0.79 -1.98 5.93  0.13
53 C 2.31 -1.86 5.72  -0.62
54 O 0.23 -0.89 5.44  -0.96
55 H 0.85 -1.12 7.96  0.19
56 H -0.58 -2.12 7.64  0.19
57 H 1.00 -2.88 7.91  0.16
58 H 0.51 -2.97 5.55  0.06
59 H 2.73 -0.95 6.18  0.19
60 H 2.57 -1.84 4.65  0.17
61 H 2.83 -2.71 6.17  0.16

E_LUMO   -0.0504 Ha
HOMO-LUMO gap   0.109 Eh
Strongest force on any atom   3.4 eV Å⁻¹